1.
One molecule with the formula C3H9N3O. Source: OMol25; level of theory: ωB97M-V with the def2-TZVPD basis set.

Element x y z (Å)
C1 -1.882 -0.582 -0.349
C2 1.621 -0.716 0.592
N1 -1.914 0.777 0.070
C3 0.466 0.043 -0.079
N2 0.559 1.459 0.204
O1 0.505 -0.071 -1.511
N3 -0.748 -0.428 0.511
H1 1.227 -0.628 -1.815
H2 -2.360 0.873 0.984
H3 -0.086 1.990 0.772
H4 1.310 1.932 -0.288
H5 -2.641 -1.232 0.091
H6 -1.745 -0.714 -1.420
H7 1.551 -1.771 0.338
H8 2.576 -0.335 0.230
H9 1.561 -0.596 1.670

Properties
- HOMO-LUMO gap: 9.50 eV
- Molar mass: 103.12 g mol⁻¹
- Charge: 0
- E_HOMO: -8.56 eV



2.
C20H35PS3W as an isolated structure. Source: OMol25; level of theory: ωB97M-V with the def2-TZVPD basis set.

Element x y z (Å)
W1 0.153 0.428 0.430
C1 0.454 -1.968 -2.064
C2 1.844 -1.410 -1.829
S1 1.957 0.319 -1.254
C3 1.330 1.392 -2.595
C4 -0.160 1.341 -2.859
S2 -1.141 1.616 -1.331
C5 -2.570 0.506 -1.530
C6 -2.234 -0.977 -1.676
S3 -0.755 -1.548 -0.730
H1 0.022 -1.619 -2.999
H2 0.488 -3.058 -2.096
H3 2.385 -1.968 -1.067
H4 2.440 -1.479 -2.743
H5 1.667 2.389 -2.300
H6 1.893 1.137 -3.498
H7 -0.450 2.143 -3.542
H8 -0.480 0.399 -3.295
H9 -3.192 0.704 -0.657
H10 -3.137 0.863 -2.394
H11 -3.067 -1.588 -1.326
H12 -2.040 -1.264 -2.709
C7 0.114 -0.415 5.504
C8 -0.556 -0.931 4.216
C9 -2.080 -0.850 4.280
C10 -0.070 -2.330 3.848
P1 0.102 0.261 2.930
C11 1.844 0.200 2.624
C12 2.845 1.047 3.123
C13 4.149 0.854 2.710
C14 4.477 -0.142 1.771
C15 3.503 -0.959 1.246
C16 2.166 -0.794 1.667
C17 -0.545 1.977 2.763
C18 -1.841 1.681 1.979
C19 -0.844 2.805 4.020
C20 0.418 2.763 1.852
H13 -0.237 -1.071 6.307
H14 -0.186 0.600 5.766
H15 1.201 -0.497 5.474
H16 -2.396 -1.557 5.051
H17 -2.554 -1.160 3.347
H18 -2.439 0.133 4.587
H19 -0.388 -2.991 4.659
H20 1.018 -2.399 3.795
H21 -0.528 -2.703 2.930
H22 2.624 1.804 3.867
H23 4.944 1.455 3.136
H24 5.515 -0.283 1.494
H25 3.780 -1.772 0.587
H26 1.453 -1.609 1.492
H27 -2.607 1.209 2.595
H28 -1.751 0.845 1.180
H29 -2.233 2.541 1.436
H30 -1.572 2.308 4.660
H31 -1.262 3.772 3.730
H32 0.062 2.987 4.598
H33 0.885 2.247 0.943
H34 1.338 3.058 2.353
H35 -0.078 3.626 1.407

Properties
- HOMO-LUMO gap (alpha / beta): 7.05 / 7.02 eV
- Molar mass: 586.52 g mol⁻¹
- Charge: +4
- E_HOMO (alpha / beta): -22.02 / -22.04 eV
- 2S+1: 3



3.
One molecule with the formula C20H23FN2O. Source: OMol25; level of theory: ωB97M-V with the def2-TZVPD basis set.

Element x y z (Å)
C1 1.499 1.124 2.206
H1 0.614 1.596 2.624
H2 1.666 0.175 2.711
H3 2.357 1.768 2.387
C2 1.303 0.897 0.706
C3 2.551 0.325 0.084
C4 2.582 -1.005 -0.315
C5 3.724 -1.550 -0.874
C6 4.854 -0.769 -1.043
C7 4.834 0.558 -0.648
C8 3.691 1.100 -0.089
H4 3.686 2.137 0.215
H5 5.712 1.173 -0.777
H6 5.746 -1.192 -1.480
H7 3.731 -2.586 -1.179
H8 1.702 -1.621 -0.180
H9 0.500 0.162 0.588
C9 0.875 2.214 0.023
C10 -0.614 2.423 0.215
O1 -1.052 3.062 1.155
N1 -1.443 1.850 -0.693
C11 -1.046 1.030 -1.819
H10 -0.946 1.643 -2.726
C12 -2.107 -0.073 -2.042
N2 -2.744 -0.402 -0.784
C13 -1.981 -1.071 0.173
C14 -1.377 -2.297 -0.138
C15 -0.639 -3.023 0.772
C16 -0.494 -2.554 2.067
C17 -1.094 -1.358 2.416
C18 -1.813 -0.627 1.488
H11 -2.223 0.322 1.792
H12 -0.988 -0.972 3.419
H13 0.077 -3.118 2.787
H14 -0.199 -3.957 0.457
F1 -1.512 -2.823 -1.385
C19 -3.592 0.700 -0.379
H15 -3.914 0.556 0.650
C20 -2.873 2.055 -0.574
H16 -3.231 2.550 -1.484
H17 -3.035 2.720 0.275
H18 -4.486 0.668 -1.012
H19 -1.641 -0.948 -2.490
H20 -2.891 0.273 -2.721
H21 -0.086 0.559 -1.611
H22 1.379 3.053 0.505
H23 1.142 2.213 -1.034

Properties
- HOMO-LUMO gap: 8.92 eV
- Molar mass: 326.41 g mol⁻¹
- Charge: 0
- E_HOMO: -8.13 eV



4.
One molecule with the formula C13H19NO3S3. Source: OMol25; level of theory: ωB97M-V with the def2-TZVPD basis set.

Element x y z (Å)
C1 -0.394 2.105 1.194
C2 1.059 1.716 0.944
C3 1.637 2.470 -0.243
H1 1.571 3.545 -0.079
H2 1.112 2.224 -1.168
S1 3.417 2.168 -0.518
C4 3.394 0.445 -1.129
C5 3.734 -0.569 -0.043
H3 4.808 -0.562 0.143
H4 3.236 -0.295 0.888
C6 3.289 -1.989 -0.419
N1 1.856 -2.047 -0.618
C7 1.005 -1.998 0.436
O1 1.346 -2.201 1.585
C8 -0.390 -1.647 0.104
C9 -1.394 -1.483 1.019
C10 -2.597 -1.037 0.437
C11 -2.494 -0.859 -0.922
S2 -0.917 -1.224 -1.502
C12 -3.632 -0.288 -1.652
H5 -3.361 0.422 -2.428
H6 -4.341 -1.022 -2.030
S3 -4.477 0.563 -0.235
O2 -5.902 0.516 -0.378
O3 -3.860 1.839 -0.033
C13 -3.880 -0.626 1.044
H7 -3.771 -0.134 2.006
H8 -4.627 -1.414 1.093
H9 -1.249 -1.677 2.066
H10 1.505 -1.820 -1.535
H11 3.536 -2.668 0.401
H12 3.779 -2.327 -1.333
H13 4.116 0.400 -1.945
H14 2.394 0.285 -1.532
H15 1.656 1.939 1.831
H16 1.115 0.640 0.767
H17 -0.792 1.539 2.032
H18 -0.472 3.164 1.427
H19 -1.016 1.906 0.323

Properties
- HOMO-LUMO gap: 8.37 eV
- Molar mass: 333.50 g mol⁻¹
- Charge: 0
- E_HOMO: -8.52 eV



5.
A 2-piece molecular cluster, C4H8NO2PS3 overall. Source: OMol25; level of theory: ωB97M-V with the def2-TZVPD basis set.

Element x y z (Å)
C1 1.183 -2.559 0.260
C2 -3.537 -0.471 0.778
C3 2.919 0.722 0.290
C4 -0.616 0.763 -1.681
N1 1.798 -3.361 -0.284
O1 1.835 1.009 1.172
O2 0.444 0.624 -0.770
P1 0.361 0.523 0.858
S1 -0.945 1.354 1.993
S2 -3.021 -1.516 -0.291
S3 0.185 -1.629 1.222
H1 -4.382 0.102 0.465
H2 -3.037 -0.438 1.716
H3 3.761 0.953 0.864
H4 3.037 1.580 -0.324
H5 2.983 -0.106 -0.332
H6 -1.609 1.359 -1.376
H7 -1.084 -0.276 -2.065
H8 -0.277 1.369 -2.493

Properties
- HOMO-LUMO gap (alpha / beta): 7.09 / 7.73 eV
- Molar mass: 229.29 g mol⁻¹
- Charge: 0
- E_HOMO (alpha / beta): -6.93 / -9.87 eV
- 2S+1: 3



6.
A 2-piece molecular cluster, C5H11N2 overall. Source: OMol25; level of theory: ωB97M-V with the def2-TZVPD basis set.

Element x y z (Å)
C1 1.018 0.940 -0.525
C2 -1.405 0.140 1.205
C3 -0.495 -0.967 1.628
C4 -0.855 -0.735 0.210
C5 -1.034 -1.520 -0.995
N1 2.111 0.575 -1.089
N2 0.807 2.234 -0.405
H1 -2.567 0.103 1.255
H2 -1.033 1.152 1.504
H3 0.447 -0.583 1.992
H4 -0.847 -1.876 1.943
H5 -1.776 -1.164 -1.688
H6 -1.433 -2.534 -0.865
H7 0.032 -1.764 -1.380
H8 2.325 -0.429 -1.186
H9 2.886 1.068 -1.444
H10 0.144 2.587 0.265
H11 1.675 2.773 -0.424

Properties
- HOMO-LUMO gap: 8.43 eV
- Molar mass: 99.16 g mol⁻¹
- Charge: +1
- E_HOMO: -13.33 eV



no.,maximum force (eV/A)
1,2.97
2,0.48
3,0.46
4,0.98
5,4.53
6,3.82